# C4H14NO3

A structure of composition C4H14NO3 at a distorted geometry (ωB97M-V/def2-TZVPD, OMol25).

Calculated values
Relative energy (zero: lowest compared OMol25 entry of this formula, charge and spin): 232.0 kJ/mol
⟨S²⟩: 0.75
E_HOMO (spin up / spin down): 4.10 / -1.34 eV
Gap between HOMO and LUMO (spin up / spin down): 2.3 / 7.6 eV
Largest force on an atom: 5.3 eV/A

Geometry as ORCA input:
```
! RIJCOSX wB97M-V def2-TZVPD def2/J DEFGRID3
* xyz -2 2
C 1.229 -0.200 0.463
N 1.054 1.162 0.747
C -0.301 1.633 0.021
O -0.441 1.373 -1.286
C 1.311 -1.167 1.744
C 0.491 -0.586 2.884
H 2.234 -0.406 -0.050
H 0.470 -0.704 -0.130
H 1.982 1.699 0.565
H -0.206 2.779 0.212
H -1.092 1.274 0.560
H 0.868 -2.105 1.316
H 2.338 -1.513 1.895
H 0.897 0.375 3.258
H 0.400 -1.462 3.469
H -0.449 -0.114 2.537
H -0.777 -1.589 -3.250
H -2.181 -1.379 -3.936
O -1.446 -2.104 -3.858
H -1.452 0.764 -1.780
H -2.479 1.562 -2.887
O -2.451 0.709 -2.493
*
```

=====

# C18H54O9S9

A cluster of 9 separate species, C18H54O9S9 in total at a distorted geometry (ωB97M-V/def2-TZVPD, OMol25).

Calculated values
Relative energy (zero: lowest compared OMol25 entry of this formula, charge and spin): 45.6 kJ/mol
E_HOMO: -8.72 eV
Gap between HOMO and LUMO: 9.0 eV
Largest force on an atom: 2.8 eV/A

Geometry as ORCA input:
```
! RIJCOSX wB97M-V def2-TZVPD def2/J DEFGRID3
* xyz 0 1
C -11.419 -17.918 -6.090
S -11.635 -16.348 -6.943
O -12.001 -15.275 -5.946
C -9.841 -16.023 -7.360
H -10.623 -17.987 -5.342
H -11.215 -18.608 -6.919
H -12.415 -18.165 -5.650
H -9.456 -16.559 -8.283
H -9.171 -16.262 -6.520
H -9.747 -14.945 -7.547
C -7.226 -17.070 0.094
S -5.870 -16.060 -0.561
O -5.350 -15.360 0.614
C -4.758 -17.472 -0.910
H -7.669 -17.794 -0.634
H -8.014 -16.380 0.359
H -6.977 -17.708 0.968
H -4.473 -18.016 0.020
H -3.826 -17.053 -1.283
H -5.119 -18.174 -1.610
C -13.067 -23.874 -3.545
S -12.194 -22.365 -2.953
O -12.547 -21.287 -3.957
C -13.322 -22.086 -1.568
H -12.513 -24.399 -4.281
H -14.044 -23.541 -3.970
H -13.366 -24.448 -2.711
H -12.917 -21.168 -1.061
H -13.176 -22.915 -0.940
H -14.353 -22.010 -1.893
C -6.155 -21.725 0.763
S -7.891 -21.216 0.321
O -8.020 -21.406 -1.161
C -8.624 -22.717 1.094
H -6.019 -22.751 0.424
H -5.965 -21.576 1.850
H -5.407 -21.013 0.359
H -8.165 -22.949 2.063
H -8.443 -23.556 0.404
H -9.716 -22.584 1.155
C -10.632 -15.077 -3.090
S -11.439 -14.868 -1.464
O -10.463 -15.467 -0.565
C -11.211 -13.082 -1.407
H -10.582 -16.155 -3.384
H -9.626 -14.702 -2.948
H -11.098 -14.596 -3.940
H -11.362 -12.841 -0.351
H -11.989 -12.589 -2.025
H -10.201 -12.817 -1.717
C -6.376 -20.123 -4.408
S -8.101 -20.009 -4.660
O -8.480 -18.587 -4.376
C -8.110 -20.112 -6.488
H -6.162 -19.989 -3.330
H -5.947 -19.282 -4.908
H -6.010 -21.095 -4.745
H -7.312 -19.508 -6.904
H -9.111 -19.782 -6.752
H -7.976 -21.156 -6.705
C -14.118 -18.270 -3.014
S -15.423 -19.396 -3.522
O -15.586 -20.088 -2.222
C -16.816 -18.219 -3.434
H -14.168 -18.036 -1.942
H -14.062 -17.302 -3.449
H -13.183 -18.770 -3.295
H -17.021 -17.907 -2.409
H -17.637 -18.841 -3.841
H -16.645 -17.471 -4.117
C -9.872 -21.045 3.998
S -8.467 -20.004 4.505
O -7.288 -20.693 3.890
C -8.683 -18.622 3.390
H -10.126 -20.910 2.944
H -10.768 -20.850 4.628
H -9.590 -22.082 4.176
H -9.516 -17.912 3.648
H -8.939 -18.975 2.376
H -7.727 -18.101 3.408
C -12.187 -18.335 0.221
S -10.702 -19.424 0.300
O -11.247 -20.833 0.482
C -10.234 -19.217 -1.503
H -12.694 -18.580 1.168
H -12.784 -18.596 -0.627
H -11.896 -17.266 0.166
H -11.050 -19.599 -2.098
H -9.308 -19.700 -1.777
H -10.119 -18.172 -1.641
*
```

=====

# C8H10N2O3Sn

A structure of composition C8H10N2O3Sn at a distorted geometry (ωB97M-V/def2-TZVPD, OMol25).

Calculated values
E_HOMO: -8.30 eV
Gap between HOMO and LUMO: 8.1 eV
Largest force on an atom: 4.1 eV/A

Geometry as ORCA input:
```
! RIJCOSX wB97M-V def2-TZVPD def2/J DEFGRID3
* xyz 0 1
C 0.554 2.360 1.225
C 1.690 1.814 0.577
C 1.854 0.450 1.016
C 0.793 0.189 2.006
C 0.003 1.396 2.106
Sn -0.015 -0.416 -0.071
C -0.174 0.368 -2.244
C -1.450 0.936 -1.950
C -2.287 1.879 -2.395
N -1.981 0.094 -0.354
H 2.704 -0.201 0.834
H 2.382 2.348 -0.073
H 0.782 -0.657 2.683
H -0.827 1.542 2.796
H 0.197 3.386 1.115
H 0.687 1.037 -2.338
H -2.091 0.944 0.222
H -0.078 -0.562 -2.816
H -2.012 2.556 -3.208
H -3.245 2.027 -1.903
O 0.894 -2.321 -0.600
N 0.311 -3.046 0.392
O 0.627 -4.186 0.619
O -0.570 -2.375 1.066
*
```

=====

# C5H5ClFN

The molecule C5H5ClFN at a distorted geometry (ωB97M-V/def2-TZVPD, OMol25).

Calculated values
Relative energy (zero: lowest compared OMol25 entry of this formula, charge and spin): 267.3 kJ/mol
E_HOMO (spin up / spin down): -8.73 / -8.73 eV
Gap between HOMO and LUMO (spin up / spin down): 9.1 / 9.1 eV
Largest force on an atom: 6.3 eV/A

Geometry as ORCA input:
```
! RIJCOSX wB97M-V def2-TZVPD def2/J DEFGRID3
* xyz 0 1
C -0.718 -0.527 -1.230
C 0.592 -0.622 -0.887
C -1.546 0.428 -0.579
C 1.255 0.136 0.243
C 0.216 0.263 1.389
N -1.510 1.056 0.462
F -0.212 -0.960 1.848
Cl 0.559 1.382 2.604
H -1.223 -1.132 -1.952
H 1.308 -1.197 -1.380
H -2.488 0.469 -0.985
H 2.196 -0.438 0.637
H 1.571 1.141 -0.171
*
```

=====

# C21H29FN2O2

A structure of composition C21H29FN2O2 at a distorted geometry (ωB97M-V/def2-TZVPD, OMol25).

Calculated values
Relative energy (zero: lowest compared OMol25 entry of this formula, charge and spin): 2099.8 kJ/mol
E_HOMO: -8.44 eV
Gap between HOMO and LUMO: 8.2 eV
Largest force on an atom: 19.9 eV/A

Geometry as ORCA input:
```
! RIJCOSX wB97M-V def2-TZVPD def2/J DEFGRID3
* xyz 0 1
O 0.263 1.413 2.381
C -0.046 0.648 1.438
N 0.362 -0.536 1.305
H -0.063 -1.219 0.532
C 1.280 -1.365 2.000
H 1.380 -0.555 3.005
C 2.448 -1.552 1.521
C 3.103 -0.097 0.703
C 4.395 -0.296 -0.005
C 5.114 0.971 -0.375
H 5.977 1.368 0.144
H 4.331 1.956 -0.208
C 5.288 0.727 -1.996
H 4.414 1.396 -2.364
H 6.134 1.436 -2.357
C 5.293 -0.624 -2.008
H 5.223 -1.021 -3.123
H 6.314 -1.010 -1.764
C 4.408 -1.048 -1.257
H 4.403 -2.175 -0.894
H 3.268 -1.001 -1.718
H 5.022 -0.735 0.924
H 2.403 0.473 0.207
H 3.219 0.610 1.841
H 2.325 -1.932 0.282
H 3.347 -1.890 1.998
H 0.912 -2.313 2.586
C -1.231 1.232 0.401
C -1.031 2.408 -0.068
C -2.142 3.328 -0.135
C -3.447 2.746 -0.586
O -4.297 2.984 -1.488
N -3.613 1.572 0.252
C -2.641 1.008 1.142
H -2.909 0.092 1.583
H -2.498 2.054 2.028
C -4.793 0.714 -0.122
C -4.482 -0.715 0.063
C -3.690 -1.070 -1.253
C -3.447 -2.305 -1.416
C -3.735 -3.495 -0.508
C -4.765 -3.000 0.638
C -5.047 -1.789 0.657
H -5.631 -1.625 1.489
H -5.112 -3.776 0.986
H -3.404 -4.515 -0.861
H -2.621 -2.779 -2.313
F -3.049 -0.319 -2.063
H -5.440 0.873 0.828
H -5.477 1.202 -0.762
H -2.283 3.876 0.728
H -2.012 4.208 -0.988
H -0.392 2.370 -1.295
H -0.100 2.839 0.508
H -1.230 0.251 -0.240
*
```

=====

# C21H18Cl2N2S2

The molecule C21H18Cl2N2S2 at a distorted geometry (ωB97M-V/def2-TZVPD, OMol25).

Calculated values
E_HOMO: -7.27 eV
Gap between HOMO and LUMO: 7.1 eV
Largest force on an atom: 2.4 eV/A

Geometry as ORCA input:
```
! RIJCOSX wB97M-V def2-TZVPD def2/J DEFGRID3
* xyz 0 1
Cl 6.639 5.181 2.701
Cl -5.905 -5.601 -0.521
N 2.554 2.320 1.030
S 1.029 2.424 3.137
S -1.185 -1.735 0.800
C 1.402 1.904 1.470
C -0.699 0.052 -1.256
C -1.463 -0.970 -0.747
C 0.411 1.180 0.699
C 0.462 0.744 -0.633
C 4.452 4.414 4.082
C -4.029 -4.618 1.122
C 4.529 3.563 1.776
C 3.238 3.788 4.304
C -2.911 -3.801 1.423
C -4.161 -3.556 -1.080
C 5.105 4.319 2.834
C -4.629 -4.482 -0.118
C 3.257 3.013 1.993
C 2.626 3.125 3.225
C -2.487 -2.876 0.508
C -3.101 -2.672 -0.737
N -2.549 -1.601 -1.447
C 2.691 0.150 -1.507
C -2.228 -1.565 -3.945
C 1.530 1.113 -1.630
C -3.101 -1.104 -2.742
H -0.890 0.379 -2.286
H -0.445 0.864 1.260
H 4.903 5.041 4.855
H -4.332 -5.380 1.857
H 4.969 3.473 0.799
H 2.800 3.777 5.294
H -2.441 -3.840 2.411
H -4.651 -3.496 -2.041
H 2.304 -0.879 -1.393
H 3.325 0.355 -0.648
H 3.281 0.207 -2.409
H -2.169 -2.664 -3.965
H -1.220 -1.145 -3.891
H -2.679 -1.261 -4.897
H 1.170 1.089 -2.677
H 1.881 2.140 -1.475
H -4.160 -1.359 -2.809
H -3.126 -0.014 -2.725
*
```

=====

| no. | energy (a.u.) |
| --- | --- |
| 1 | -441.0752 |
| 2 | -4978.7404 |
| 3 | -860.0897 |
| 4 | -808.2066 |
| 5 | -1176.7387 |
| 6 | -2637.3044 |